This record from the OMol25 dataset describes C35H52OP4Pt as an isolated structure at a distorted geometry. The level of theory is ωB97M-V/def2-TZVPD.

Properties
E_HOMO (alpha / beta) = -18.11 / -18.00 eV
⟨S²⟩ = 6.0454
Relative energy (zero: lowest compared OMol25 entry of this formula, charge and spin) = 80.74 kcal/mol
Charge = +4
Gap between HOMO and LUMO (alpha / beta) = 0.3032 / 0.0950 Ha
E_tot = -2923.2447 Eh
2S+1 = 5

Each line ends with the Löwdin spin population.
Positions of all 93 atoms, in Å:
Pt: 0.42823 0.52371 -1.84651  0.4243
P: 1.50849 0.98114 0.12568  0.1624
P: -1.21842 2.03224 -1.70620  0.3169
P: 2.15604 -0.68224 -2.67184  0.3083
H: -1.89230 -1.73538 -0.54238  0.0002
C: -0.89524 -2.16821 -0.62042  0.0049
C: -0.00492 -1.95615 0.32260  0.0089
H: -0.26937 -1.34052 1.18280  0.0048
C: 0.83161 1.24820 1.79549  0.0532
C: 2.24792 2.64224 -0.20042  0.0139
C: 3.01453 0.07150 0.68119  0.0387
C: -2.90880 1.45391 -2.14417  0.0615
C: -1.43806 3.05547 -0.24775  0.0627
C: -0.60331 3.06788 -3.07145  0.0542
C: 2.79866 -2.18509 -1.90133  0.0625
C: 3.41372 0.62573 -2.83422  0.0339
C: 1.85801 -1.13563 -4.37439  0.0577
H: -0.75329 -2.75966 -1.55568  0.0015
H: 1.06094 -2.27529 0.23561  0.0007
H: 0.54021 0.30442 2.29863  0.0044
H: -0.04364 1.90686 1.79444  0.0102
H: 1.60208 1.71821 2.43158  0.0075
H: 1.46484 3.38335 -0.37931  0.0000
H: 2.92952 2.62228 -1.06021  -0.0002
H: 2.81716 2.92551 0.68941  0.0037
H: 2.75345 -0.95396 0.93022  0.0006
H: 3.38070 0.56470 1.58912  0.0067
H: 3.81870 0.08420 -0.06484  0.0001
H: -2.95696 1.51179 -3.23502  0.0010
H: -3.60082 2.13296 -1.66095  0.0102
H: -3.06197 0.42358 -1.79081  0.0048
H: -2.02130 3.90790 -0.60520  0.0144
H: -0.47969 3.38957 0.16830  0.0008
H: -2.01224 2.47227 0.48808  0.0045
H: -1.33313 3.87504 -3.19484  0.0121
H: -0.51742 2.45042 -3.98005  0.0095
H: 0.39298 3.46140 -2.80692  0.0002
H: 3.44735 -2.65200 -2.66302  0.0153
H: 1.96604 -2.87658 -1.66244  0.0017
H: 3.37905 -1.95771 -1.00467  0.0000
H: 4.07514 0.31929 -3.65008  0.0092
H: 3.98035 0.74054 -1.91252  -0.0003
H: 2.93949 1.58538 -3.10092  0.0018
H: 2.75968 -1.60764 -4.77705  0.0133
H: 1.59198 -0.24135 -4.95513  0.0021
H: 1.00155 -1.83365 -4.39493  0.0021
C: -1.71833 -1.68121 -4.48519  0.2169
C: -2.85355 -0.93679 -4.91068  0.0910
C: -3.47606 -1.30648 -6.12450  0.0706
C: -3.02118 -2.37068 -6.88911  0.2707
C: -1.95744 -3.13102 -6.42761  0.0290
C: -1.33542 -2.82769 -5.23467  0.1307
O: -0.91264 -1.44808 -3.41284  0.3231
H: -0.82880 -0.46300 -2.90361  0.0974
H: -3.24275 -0.08365 -4.33639  0.0020
H: -4.33677 -0.71721 -6.48178  -0.0002
H: -3.48904 -2.61623 -7.83430  0.0099
H: -1.59318 -3.97314 -7.01053  -0.0019
H: -0.49286 -3.40460 -4.86224  0.0032
C: -4.45955 3.71813 4.66538  0.0129
C: -3.23927 3.93003 4.01893  -0.0003
C: -2.57053 2.87141 3.41810  0.0110
C: -3.15110 1.58820 3.44295  0.0652
C: -4.39446 1.37433 4.06699  0.0176
C: -5.03300 2.44860 4.68652  0.0058
P: -2.25041 0.21494 2.62035  0.3453
C: -1.59000 -0.77405 4.02673  0.0879
C: -1.09107 -2.06880 3.77624  0.0487
C: -0.44872 -2.77730 4.78526  0.0063
C: -0.27588 -2.20877 6.04893  0.0923
C: -0.74564 -0.91598 6.30032  0.0074
C: -1.38873 -0.18503 5.29548  0.0479
C: -3.62409 -0.75484 1.87288  0.0639
C: -3.92972 -2.07164 2.27445  0.0365
C: -4.83250 -2.82159 1.51278  0.0014
C: -5.46634 -2.25763 0.40423  0.0536
C: -5.19338 -0.93587 0.03881  -0.0008
C: -4.30200 -0.17532 0.78329  0.0378
H: -4.96746 4.55372 5.14085  0.0006
H: -2.80470 4.92469 3.97341  -0.0002
H: -1.60819 3.02650 2.92082  0.0012
H: -4.84869 0.38224 4.05036  -0.0001
H: -5.98319 2.27830 5.17235  0.0010
H: -1.22071 -2.52282 2.78622  0.0008
H: -0.09097 -3.77608 4.58276  -0.0010
H: 0.22107 -2.76392 6.83758  0.0040
H: -0.61718 -0.45928 7.27536  -0.0005
H: -1.74876 0.82605 5.49063  0.0013
H: -3.47256 -2.49672 3.16952  0.0013
H: -5.03379 -3.85414 1.80309  -0.0002
H: -6.19100 -2.84525 -0.16232  0.0024
H: -5.67914 -0.50162 -0.82282  -0.0010
H: -4.12163 0.86796 0.53037  0.0006

=====

This record from the OMol25 dataset describes C11H14CuN2 as an isolated structure at a distorted geometry. The level of theory is ωB97M-V/def2-TZVPD.

Properties
E_HOMO (alpha / beta) = -17.15 / -17.15 eV
⟨S²⟩ = 0.7623
Charge = +2
Gap between HOMO and LUMO (alpha / beta) = 0.2593 / 0.1447 Ha
E_tot = -2176.3330 Eh
2S+1 = 2

Each line ends with the Löwdin spin population.
Positions of all 28 atoms, in Å:
C: 0.92615 0.70040 3.09527  0.5130
C: 1.19632 0.53171 1.70680  0.3330
C: 1.35084 -0.01536 0.12986  -0.0028
C: 2.96730 -0.44060 0.04903  -0.0017
N: 4.18302 -0.91585 -0.08314  -0.0035
C: 1.21491 1.28385 -0.90935  0.0013
C: 0.87200 2.69978 -0.11530  0.0130
N: 0.43727 3.83082 0.36076  0.1224
C: 0.31834 -1.23298 -0.18189  0.0074
C: 0.75106 -2.30008 -1.33289  0.0027
C: -1.22313 -0.76486 -0.57393  0.0019
C: -1.94311 0.22232 0.50703  0.0000
C: -3.33395 0.77418 -0.24284  0.0002
H: 0.75256 0.51268 4.26058  0.0082
H: 2.26536 1.45265 -1.44312  0.0004
H: 0.44602 1.10601 -1.77602  -0.0011
H: 0.19935 -1.85403 0.83224  0.0019
H: 1.86139 -2.28932 -1.67932  0.0001
H: 0.09263 -2.05587 -2.29853  0.0014
H: 0.43279 -3.38327 -0.97629  -0.0002
H: -1.87416 -1.75956 -0.61537  -0.0001
H: -1.26912 -0.32235 -1.67410  0.0008
H: -2.30290 -0.29984 1.50245  0.0004
H: -1.32882 1.21629 0.74685  -0.0004
H: -4.15401 -0.06076 -0.30929  0.0002
H: -3.80251 1.69429 0.35637  0.0002
H: -3.08163 1.09516 -1.35687  0.0000
Cu: 4.04599 0.57456 2.02099  0.0014

=====

This record from the OMol25 dataset describes C14H27Br9O19S5 as an isolated structure at a distorted geometry. The level of theory is ωB97M-V/def2-TZVPD.

Properties
E_HOMO = -9.57 eV
Gap between HOMO and LUMO = 0.3019 Ha
E_tot = -27135.9292 Eh

Each line ends with the Mulliken charge.
Positions of all 74 atoms, in Å:
O: 1.83752 -0.49714 6.01362  -0.6280
S: 2.21862 -1.17641 4.80273  1.1306
O: 1.39308 -2.25650 4.28520  -0.5682
O: 2.23496 -0.02660 3.66596  -0.5435
C: 2.42211 -0.49255 2.31827  0.1423
C: 3.05219 0.60142 1.45604  -0.2180
C: 3.95680 -1.67225 4.88979  -0.8672
H: 1.50417 -0.84491 1.84590  -0.2117
H: 3.05719 -1.38169 2.28054  0.6975
H: 3.07954 1.52731 2.03248  0.5223
H: 2.38957 0.82945 0.62228  -0.7595
H: 4.04137 0.29023 1.13631  0.4836
H: 4.48502 -0.79826 5.26055  0.3292
H: 4.35599 -2.02682 3.94565  0.3023
H: 3.93400 -2.47408 5.62599  0.3875
C: -4.57872 0.81781 1.08345  -0.0736
Br: -4.86875 1.29964 2.96277  -0.0551
Br: -3.55707 2.19088 0.15983  0.0717
Br: -6.41094 0.63275 0.45568  -0.0315
H: -4.02628 -0.11239 1.04285  0.0248
C: -0.58374 5.71061 -0.25804  -0.4416
Br: 0.58814 4.54376 -1.29001  0.0116
Br: -0.40463 5.66094 1.67680  0.0000
Br: -2.45672 5.39338 -0.78898  -0.0174
H: -0.29014 6.69702 -0.58692  0.4446
C: -4.24653 -4.05214 -1.39348  -0.0112
Br: -3.24001 -3.49357 -2.96582  -0.0526
Br: -4.34574 -5.99977 -1.47173  -0.0392
Br: -6.00084 -3.08609 -1.37196  -0.1063
H: -3.75811 -3.64290 -0.52084  0.1262
C: 0.46717 -4.58231 1.97776  -0.2273
C: 0.63365 -3.76548 0.72132  0.5565
O: 1.15183 -4.70734 -0.20973  -0.3925
S: 0.30823 -6.06528 -0.06597  1.0064
O: 1.12520 -7.16336 -0.49575  -0.5752
O: -1.00776 -5.92719 -0.64157  -0.4070
O: 0.15607 -5.92956 1.56233  -0.3823
H: -0.39230 -4.21968 2.54484  0.2851
H: 1.28730 -4.52066 2.69171  0.2957
H: 1.23557 -2.88608 0.92280  0.0146
H: -0.34469 -3.47248 0.33749  -0.1407
C: -0.13725 1.53593 0.61250  0.3248
C: 0.10727 0.99587 -0.83606  -0.0366
O: -0.55096 -0.29105 -0.91151  -0.4227
S: -0.84521 -0.85492 0.54246  1.3511
O: 0.38190 -1.41311 1.05363  -0.6236
O: -2.03378 -1.63903 0.67161  -0.6003
O: -1.08373 0.62946 1.13564  -0.3996
H: -0.65291 2.48839 0.49053  -0.1972
H: 0.68778 1.67562 1.30637  0.1567
H: 1.13619 0.86510 -1.17421  0.0435
H: -0.35688 1.55238 -1.65015  0.2803
C: -3.38122 2.44159 -3.52328  0.1313
C: -4.74314 3.15610 -3.40504  -0.1228
O: -5.68252 2.17119 -3.84734  -0.3642
S: -4.99998 0.75744 -4.29470  1.0265
O: -5.50273 0.40495 -5.58989  -0.5638
O: -4.98251 -0.16582 -3.19542  -0.2957
O: -3.61358 1.48670 -4.56842  -0.3867
H: -3.18975 1.84706 -2.62674  -0.1173
H: -2.53191 3.05052 -3.81295  0.3047
H: -4.83003 4.02875 -4.05243  0.2461
H: -5.06424 3.36362 -2.38404  0.2190
C: 4.16313 3.04314 -1.76925  -0.3139
C: 5.41542 2.38037 -2.29087  -0.4881
O: 5.06383 1.01426 -2.06698  -0.3190
S: 4.49466 0.91211 -0.54388  1.1279
O: 5.55772 0.71878 0.40185  -0.6126
O: 3.40661 -0.01025 -0.54453  -0.4603
O: 3.96274 2.45553 -0.48775  -0.2292
H: 3.26445 2.96943 -2.38678  0.2105
H: 4.28436 4.11746 -1.59838  0.3272
H: 6.24318 2.63192 -1.62325  0.3442
H: 5.61083 2.75879 -3.29092  0.3772

=====

This record from the OMol25 dataset describes a single C22H25N3OS molecule. The level of theory is ωB97M-V/def2-TZVPD.

Properties
E_HOMO = -8.60 eV
Relative energy (zero: lowest compared OMol25 entry of this formula, charge and spin) = 16.63 kcal/mol
SMILES = Cc1ccc(-n2cccn2)c(CN2CCC[C@@H](C(=O)c3sccc3C)C2)c1
Gap between HOMO and LUMO = 0.3378 Ha
E_tot = -1491.0230 Eh

Each line ends with the Mulliken charge.
Positions of all 52 atoms, in Å:
C: -4.51018 -0.34704 -2.64749  -1.5048
C: -3.57647 -0.65404 -1.51751  0.8608
C: -3.07061 -1.93737 -1.34555  -0.8788
C: -2.19921 -2.20887 -0.31214  -0.3767
C: -1.81568 -1.20519 0.57077  0.2186
N: -0.89872 -1.55331 1.58483  0.7205
C: -1.01555 -1.39471 2.92064  -0.1251
C: 0.13879 -1.88530 3.48331  -1.0415
C: 0.90263 -2.32223 2.39226  -0.3525
N: 0.26256 -2.12402 1.25866  -0.6904
C: -2.28691 0.09803 0.40359  0.9687
C: -1.79509 1.27806 1.20503  -1.6978
N: -0.76102 1.94671 0.42662  0.3904
C: -0.51784 3.32448 0.80309  -0.6895
C: 0.41405 3.96771 -0.22291  -0.7851
C: 1.73054 3.20268 -0.32112  -0.9664
C: 1.43627 1.73527 -0.61437  0.2239
C: 2.67723 0.85951 -0.58116  0.0426
O: 3.73400 1.24473 -0.12024  -0.6661
C: 2.48497 -0.50399 -1.05477  0.5144
S: 1.08703 -0.97069 -1.98392  -0.1669
C: 1.58576 -2.60363 -1.98561  -0.3424
C: 2.75247 -2.79019 -1.31440  -0.8378
C: 3.28481 -1.59657 -0.78120  0.4015
C: 4.55769 -1.54061 -0.01368  -1.4578
C: 0.47785 1.20137 0.45497  0.5657
C: -3.16758 0.34106 -0.64290  -1.2017
H: -5.12101 0.52358 -2.42286  0.3897
H: -5.16106 -1.19382 -2.85314  0.4102
H: -3.93838 -0.13567 -3.55132  0.2758
H: -3.36137 -2.72543 -2.02437  0.4112
H: -1.79116 -3.19868 -0.17478  0.5343
H: -1.90222 -0.98804 3.36468  0.5951
H: 0.39490 -1.92599 4.52204  0.4615
H: 1.87857 -2.76527 2.38961  0.4710
H: -2.61992 1.98061 1.34918  0.7358
H: -1.42337 0.97769 2.19789  0.3203
H: -1.47240 3.85756 0.81764  0.4274
H: -0.06706 3.39751 1.81066  0.3414
H: 0.60024 5.00601 0.05676  0.4535
H: -0.08230 3.95577 -1.19490  0.3352
H: 2.36031 3.62564 -1.10543  0.3985
H: 2.28038 3.27188 0.61984  0.3413
H: 0.94327 1.63775 -1.58668  0.3174
H: 0.98441 -3.33643 -2.48644  0.4879
H: 3.22514 -3.74956 -1.19954  0.4261
H: 4.48198 -0.82135 0.79843  0.3626
H: 5.36635 -1.20393 -0.66257  0.3192
H: 4.80927 -2.52305 0.37910  0.4154
H: 0.26213 0.15507 0.25009  -0.7978
H: 0.96755 1.26629 1.44628  0.0381
H: -3.52608 1.34999 -0.78500  0.4031

=====

Question: Look up the E_tot of the first one.
Answer: -2923.2447 Eh

=====

Question: Among the records above, which one has the highest E_tot?
Answer: C22H25N3OS

=====

Question: What is the formula in the fourth record?
Answer: C22H25N3OS

=====

Question: The lowest E_tot belongs to which entry?
Answer: C14H27Br9O19S5